[1]
{"formula": "C11H27NO5P", "method": "ωB97M-V with the def2-TZVPD basis set", "homo_ev": -3.26, "multiplicity": 1, "total_charge": -1, "homo_lumo_gap_ev": 5.7, "symbols": ["C", "C", "C", "N", "P", "O", "C", "C", "O", "H", "H", "H", "H", "H", "H", "H", "H", "H", "H", "H", "H", "H", "C", "O", "C", "C", "O", "C", "C", "O", "C", "H", "H", "H", "H", "H", "H", "H", "H", "H", "H", "H", "H", "H", "H"], "positions_angstrom": [[0.5923, 0.9254, 2.4234], [-0.1431, 2.0570, 3.1506], [0.2592, 3.4507, 2.6863], [-0.9772, 1.8486, 4.0627], [-2.6229, 1.0091, 3.7539], [-3.2171, 2.4875, 2.9935], [-3.7742, 2.0592, 1.7947], [-4.7815, 1.0111, 2.2637], [-4.1855, 0.2880, 3.3145], [-0.0627, 0.0559, 2.4693], [1.5325, 0.7074, 2.9218], [0.7253, 1.1669, 1.3671], [1.1746, 3.7964, 3.1697], [0.3759, 3.4598, 1.6032], [-0.5365, 4.1460, 2.9372], [-3.0888, 1.4912, 5.0071], [-2.2411, -0.2493, 4.3720], [-2.1406, 0.4787, 2.5074], [-3.0283, 1.6922, 1.0759], [-4.2768, 2.8668, 1.2540], [-5.5538, 1.6237, 2.7509], [-5.2341, 0.3957, 1.4842], [4.2603, -0.2894, -4.2748], [3.0292, -0.8293, -3.8642], [2.8536, -2.1593, -4.3156], [1.7131, -2.8288, -3.5818], [2.0721, -3.3367, -2.3089], [2.1892, -2.3797, -1.2606], [0.8630, -1.9029, -0.7179], [0.3217, -0.8900, -1.5460], [-1.0362, -0.6391, -1.2385], [4.3509, -0.2906, -5.3686], [4.3052, 0.7377, -3.9188], [5.0992, -0.8492, -3.8430], [3.7739, -2.7358, -4.1555], [2.6282, -2.1378, -5.3923], [1.4188, -3.7056, -4.1636], [0.8499, -2.1628, -3.5144], [2.8092, -1.5345, -1.5657], [2.7085, -2.9047, -0.4567], [1.0118, -1.4874, 0.2882], [0.1680, -2.7499, -0.6543], [-1.6495, -1.5277, -1.4307], [-1.3751, 0.1678, -1.8850], [-1.1605, -0.3323, -0.1944]], "forces_ev_per_a": [[-1.14, 0.10, -0.46], [0.59, -0.43, 0.50], [-0.09, 0.12, 0.44], [-0.88, 0.94, -0.83], [0.27, -1.27, 1.04], [0.79, -0.04, -0.42], [-0.45, 0.08, -0.46], [-0.11, 0.64, 1.00], [0.21, -0.25, -0.33], [0.14, -0.24, 0.15], [0.20, 0.03, -0.06], [0.44, -0.03, -0.07], [0.21, 0.02, -0.14], [0.25, -0.01, -0.09], [-0.10, 0.00, 0.16], [-0.07, 0.20, -0.21], [-0.06, 0.03, -0.04], [0.19, 0.45, -0.15], [0.13, -0.28, 0.10], [-0.13, 0.23, 0.27], [-0.50, -0.08, -0.40], [0.15, -0.27, -0.08], [-0.08, 0.04, 0.01], [0.07, -0.05, 0.11], [-0.09, 0.22, -0.02], [-0.05, -0.16, -0.01], [0.06, 0.06, -0.03], [0.03, -0.11, 0.11], [0.01, 0.32, 0.02], [-0.09, -0.16, -0.17], [0.07, 0.10, 0.04], [0.05, -0.02, 0.00], [-0.02, 0.01, 0.00], [0.02, -0.01, -0.07], [-0.01, -0.05, -0.03], [0.06, -0.11, -0.01], [0.00, -0.01, 0.01], [0.08, 0.11, 0.00], [-0.09, 0.07, -0.03], [0.00, -0.03, -0.02], [-0.03, -0.13, 0.06], [0.03, -0.03, 0.05], [-0.01, 0.00, 0.07], [0.02, 0.02, 0.00], [-0.04, -0.04, 0.01]]}

***

[2]
{"formula": "C11H28BN2O8S2", "method": "ωB97M-V with the def2-TZVPD basis set", "homo_ev": -5.55, "multiplicity": 1, "total_charge": -1, "homo_lumo_gap_ev": 8.0, "symbols": ["C", "C", "B", "O", "S", "O", "O", "N", "S", "O", "O", "N", "C", "C", "C", "O", "H", "H", "H", "H", "H", "H", "H", "H", "H", "H", "H", "H", "C", "C", "C", "O", "H", "H", "H", "H", "H", "H", "H", "H", "C", "C", "C", "O", "H", "H", "H", "H", "H", "H", "H", "H"], "positions_angstrom": [[0.0660, -0.5475, -1.3794], [0.5239, 0.6602, -2.3915], [0.4302, 2.1746, -1.7530], [1.3471, 3.2055, -2.3546], [-0.7241, 2.7478, -0.3878], [-0.9783, 1.7055, 0.7343], [0.0046, 3.9573, 0.3177], [-2.2650, 3.3663, -0.9252], [-2.8632, 2.5406, -2.3416], [-2.2832, 3.1490, -3.6719], [-2.7525, 0.9981, -2.3035], [-4.6079, 2.8952, -2.4086], [-5.2350, 2.2998, -3.6514], [-5.2597, 2.4136, -1.1313], [-5.5481, 0.8476, -0.7152], [-5.6108, 3.3435, -0.2002], [0.2853, -0.3572, -0.2457], [-1.0584, -0.8925, -1.5816], [0.7239, -1.4970, -1.6820], [-0.1116, 0.5768, -3.3839], [1.6491, 0.4165, -2.7069], [1.0307, 3.2598, -3.3240], [-5.3566, 3.1998, -4.4256], [-4.5610, 1.4898, -4.1740], [-6.3287, 1.9055, -3.4345], [-6.4841, 0.8207, -0.0125], [-4.6224, 0.4467, -0.0844], [-5.7917, 0.1477, -1.6431], [5.0430, -2.3421, 0.2663], [4.2103, -1.2397, -0.3684], [4.4831, 0.1062, 0.2841], [2.8271, -1.5569, -0.2362], [4.8046, -2.4499, 1.3304], [4.8273, -3.3069, -0.2048], [6.1131, -2.1352, 0.1673], [4.4322, -1.1811, -1.4396], [4.2248, 0.0852, 1.3488], [3.8678, 0.8879, -0.1746], [5.5364, 0.3865, 0.1855], [2.6211, -1.6109, 0.7119], [-0.1220, -2.2882, 4.4359], [1.1230, -2.4198, 3.5733], [2.0676, -3.4776, 4.1213], [1.7973, -1.1652, 3.5227], [0.1384, -1.9847, 5.4562], [-0.7869, -1.5149, 4.0366], [-0.6719, -3.2333, 4.4822], [0.8351, -2.6787, 2.5485], [2.4057, -3.2163, 5.1304], [2.9647, -3.5526, 3.4974], [1.5834, -4.4584, 4.1581], [2.0566, -0.9272, 4.4284]], "forces_ev_per_a": [[0.11, -1.71, -0.80], [0.16, -0.99, 0.28], [2.57, 0.28, -3.45], [-3.41, -1.92, -0.38], [-1.07, 2.41, 7.34], [0.72, 1.85, -4.00], [-2.14, -3.38, -3.15], [0.45, -2.20, -2.72], [2.93, -1.02, -1.99], [-2.15, -1.92, 4.32], [-0.27, 4.21, 0.04], [-0.23, -1.45, 1.77], [-0.37, 0.53, -1.66], [-1.79, 3.97, 5.31], [-0.14, 0.05, -0.21], [2.21, -5.78, -6.15], [-0.67, -0.10, -2.32], [2.41, 1.19, 0.73], [-1.39, 2.03, 0.71], [1.12, 0.37, 1.99], [-2.30, 0.87, 0.67], [0.92, -0.24, 2.05], [0.29, -2.00, 1.69], [-1.42, 1.41, 1.26], [2.42, 0.68, -0.22], [1.83, 0.36, -1.35], [-1.86, 0.96, -1.68], [0.90, 1.56, 1.92], [0.19, -0.31, -0.16], [-0.11, 0.04, 0.74], [0.00, 0.33, -0.14], [0.07, -0.18, -0.06], [0.03, 0.17, -0.05], [0.05, 0.14, -0.02], [-0.07, -0.04, 0.05], [-0.24, -0.06, 0.09], [0.07, -0.12, -0.08], [0.12, -0.13, 0.02], [-0.07, 0.00, 0.03], [0.06, 0.18, -0.31], [-0.38, 0.09, -0.15], [0.05, 0.06, 0.68], [0.21, -0.25, -0.19], [0.22, 0.08, -0.11], [0.09, -0.13, -0.05], [0.12, -0.16, -0.02], [0.04, 0.09, 0.04], [0.10, 0.23, 0.07], [-0.16, 0.00, -0.02], [-0.16, -0.02, 0.02], [0.08, 0.07, 0.03], [-0.16, -0.09, -0.41]]}

***

[3]
{"formula": "C11H28Cl3GeN7O2PdSSi", "method": "ωB97M-V with the def2-TZVPD basis set", "homo_ev": [-2.79, -4.56], "multiplicity": 2, "s_squared": 0.7572, "total_charge": -1, "homo_lumo_gap_ev": [5.3, 7.0], "symbols": ["Pd", "Cl", "Ge", "Cl", "Cl", "N", "C", "C", "O", "O", "H", "H", "H", "H", "H", "C", "Si", "C", "C", "C", "H", "H", "H", "H", "H", "H", "H", "H", "H", "H", "H", "N", "C", "N", "N", "C", "N", "H", "H", "H", "H", "C", "N", "C", "S", "N", "C", "H", "H", "H", "H", "H", "H", "H", "H"], "positions_angstrom": [[0.3797, -0.5440, 0.1093], [3.1817, 2.9608, 0.0433], [1.2024, 1.9115, 0.8915], [0.0171, 3.9087, 0.9906], [2.0027, 1.9092, 3.1476], [4.4954, 0.6739, 1.7251], [4.9862, -0.5254, 1.0114], [3.8878, -1.0406, 0.0591], [4.2641, -1.9153, -0.7341], [2.7670, -0.5122, 0.2341], [5.1791, 1.0903, 2.3511], [3.6410, 0.4793, 2.2625], [4.1737, 1.4122, 1.0580], [5.2153, -1.3031, 1.7377], [5.8847, -0.2796, 0.4506], [-0.7177, -0.9139, 3.4726], [-2.0917, -0.2760, 2.3572], [-3.6519, -1.2565, 2.8072], [-2.4786, 1.5045, 2.8681], [-1.6775, -0.4484, 0.5715], [-1.0072, -0.9987, 4.5239], [0.1381, -0.2370, 3.4054], [-0.3890, -1.8950, 3.1194], [-3.8997, -1.1688, 3.8692], [-3.5134, -2.3173, 2.5795], [-4.5114, -0.9051, 2.2284], [-2.6189, 1.5653, 3.9514], [-3.4144, 1.8431, 2.4075], [-1.6843, 2.2045, 2.5949], [-2.1983, 0.3248, -0.0022], [-2.1125, -1.4035, 0.2392], [-2.5477, 2.9201, -0.6289], [-3.0001, 2.0457, -1.5425], [-4.3346, 1.7476, -1.4956], [-2.2874, 1.4763, -2.4706], [-0.9695, 1.5658, -2.3951], [0.1890, 1.5894, -2.3665], [-3.0449, 3.0173, 0.2413], [-1.5541, 3.1098, -0.5753], [-4.9589, 2.4608, -1.1615], [-4.6594, 1.2001, -2.2740], [-0.4491, -1.9468, -4.0150], [-0.3742, -2.0511, -2.5728], [0.7288, -2.3512, -1.8466], [0.5340, -3.0177, -0.2791], [1.9362, -2.1373, -2.3808], [2.2513, -1.0024, -3.2426], [-1.4757, -2.1521, -4.3133], [0.2047, -2.6839, -4.4871], [-0.1855, -0.9547, -4.3811], [-1.2273, -2.1983, -2.0598], [2.7069, -2.3755, -1.7558], [2.2941, -1.2773, -4.2986], [3.2330, -0.6425, -2.9389], [1.5411, -0.1897, -3.0908]], "forces_ev_per_a": [[0.11, 0.54, 0.77], [0.04, -0.08, 0.04], [-0.14, -0.22, -0.22], [0.09, 0.01, 0.10], [-0.03, 0.02, -0.12], [-0.01, 0.10, 0.02], [0.04, -0.08, -0.03], [-0.08, -0.11, -0.03], [-0.11, 0.05, -0.02], [0.22, 0.06, -0.07], [-0.02, -0.01, 0.03], [-0.07, 0.00, 0.03], [0.03, 0.03, -0.06], [0.04, 0.01, 0.01], [-0.01, 0.05, 0.02], [0.03, 0.03, -0.04], [0.04, -0.04, 0.14], [-0.02, -0.03, -0.03], [0.03, 0.01, -0.04], [-0.22, -0.08, -0.22], [-0.05, 0.02, -0.01], [0.02, -0.06, 0.03], [0.01, 0.00, 0.01], [0.01, 0.00, 0.00], [0.00, 0.00, 0.01], [0.00, 0.00, 0.00], [0.03, 0.01, 0.00], [0.03, -0.01, -0.03], [-0.03, -0.01, 0.01], [0.05, 0.02, 0.04], [0.10, -0.01, -0.04], [-0.09, 0.02, -0.12], [-0.18, 0.16, 0.14], [0.08, 0.05, -0.05], [-0.05, -0.23, -0.29], [0.18, -0.01, 0.10], [-0.11, 0.13, -0.14], [0.07, -0.03, 0.03], [0.03, -0.02, 0.13], [0.00, -0.01, 0.02], [-0.01, -0.02, 0.01], [0.01, 0.01, 0.02], [0.07, -0.14, 0.04], [-0.25, 0.01, 0.04], [0.02, -0.19, -0.26], [0.15, -0.16, -0.05], [0.00, 0.06, 0.02], [0.01, -0.02, -0.01], [0.01, 0.02, 0.00], [0.01, 0.04, 0.01], [-0.01, 0.10, 0.00], [-0.03, 0.05, 0.09], [-0.04, 0.00, -0.01], [0.00, 0.00, -0.01], [0.03, -0.01, -0.02]]}

***

Calculated values (kcal/mol) of energy relative to the best compared isomer or geometry (same formula, charge and spin) for the records, taken in order: 0.0, 75.1, 6.5.